# 1
Below is a molecular structure, C3H5NO2, with properties calculated with ωB97M-V/def2-TZVPD.

max |F|: 6.7 eV Å⁻¹
gap between HOMO and LUMO: 10.5 eV
HOMO level: -9.9 eV
charge: 0
relative energy (zero: lowest compared OMol25 entry of this formula, charge and spin): 98.42 kcal per mole

Each line ends with the natural charge from an NBO analysis.
Positions of all 11 atoms, in Å:
C 0.810 0.230 -0.578  -0.19
C 0.527 -1.046 0.207  -0.48
C -0.856 -0.629 0.527  0.65
H -1.009 2.538 0.345  0.48
H 1.582 0.965 -0.109  0.19
H 0.900 0.056 -1.542  0.19
H 1.281 -1.149 0.889  0.23
H 0.280 -2.064 -0.340  0.22
N -0.535 0.520 -0.036  -0.14
O -1.195 1.775 -0.350  -0.57
O -1.785 -1.194 0.988  -0.57



# 2
Below is C3H5NO2 in the gas phase, with properties calculated with ωB97M-V/def2-TZVPD.

max |F|: 0.6 eV Å⁻¹
SMILES string: CNC(=O)C=O
gap between HOMO and LUMO: 10.1 eV
HOMO level: -9.8 eV
charge: 0
relative energy (zero: lowest compared OMol25 entry of this formula, charge and spin): 20.54 kcal per mole

Each line ends with the natural charge from an NBO analysis.
Positions of all 11 atoms, in Å:
C 0.697 -1.418 0.713  -0.42
N 0.075 -0.125 0.524  -0.59
C -0.029 0.457 -0.690  0.56
O 0.464 0.045 -1.727  -0.59
C -0.912 1.702 -0.758  0.36
O -2.007 1.742 -0.252  -0.49
H 0.753 -1.913 -0.256  0.24
H 1.711 -1.336 1.119  0.20
H 0.089 -2.027 1.387  0.21
H -0.330 0.347 1.315  0.41
H -0.511 2.526 -1.375  0.13



# 3
Below is a molecular structure, C3H5NO2, with properties calculated with ωB97M-V/def2-TZVPD.

max |F|: 0.4 eV Å⁻¹
gap between HOMO and LUMO: 8.5 eV
HOMO level: -7.9 eV
charge: 0
relative energy (zero: lowest compared OMol25 entry of this formula, charge and spin): 64.57 kcal per mole

Each line ends with the natural charge from an NBO analysis.
Positions of all 11 atoms, in Å:
O -1.406 -0.487 -1.388  -0.69
C -0.379 -0.190 -0.530  0.05
C 0.884 0.637 -0.654  -0.24
N 0.730 0.920 0.817  -0.59
C -0.333 0.001 0.799  0.41
O -0.972 -0.461 1.885  -0.65
H -1.288 -1.359 -1.782  0.48
H -1.461 -1.232 1.568  0.49
H 1.796 0.054 -0.836  0.19
H 0.856 1.520 -1.297  0.19
H 1.522 0.710 1.419  0.36



# 4
Below is a molecular structure, C3H5NO2, with properties calculated with ωB97M-V/def2-TZVPD.

max |F|: 0.8 eV Å⁻¹
gap between HOMO and LUMO: 10.2 eV
HOMO level: -10.0 eV
charge: 0
relative energy (zero: lowest compared OMol25 entry of this formula, charge and spin): 124.84 kcal per mole

Each line ends with the natural charge from an NBO analysis.
Positions of all 11 atoms, in Å:
N -1.098 1.585 -0.548  -0.56
C -0.215 0.864 -0.949  0.59
O 1.092 0.655 -0.950  -0.47
C 1.125 -0.189 0.266  -0.14
C -0.324 -0.818 0.370  0.08
O -1.252 -0.272 1.079  -0.70
H -1.609 0.852 0.195  0.45
H -0.578 -0.486 -0.851  0.12
H 1.307 0.467 1.120  0.22
H 1.925 -0.915 0.119  0.21
H -0.324 -1.918 0.297  0.19



# 5
Below is a molecular structure, C3H5NO2, with properties calculated with ωB97M-V/def2-TZVPD.

max |F|: 0.7 eV Å⁻¹
gap between HOMO and LUMO: 9.9 eV
HOMO level: -10.1 eV
charge: 0
relative energy (zero: lowest compared OMol25 entry of this formula, charge and spin): 140.71 kcal per mole

Each line ends with the natural charge from an NBO analysis.
Positions of all 11 atoms, in Å:
O 0.855 -1.746 -0.260  -0.71
C 0.208 -0.684 0.092  0.28
C 0.677 0.396 1.090  -0.13
O 0.171 1.423 0.202  -0.48
C -0.288 0.516 -0.726  0.48
N -0.902 0.644 -1.805  -0.64
H -0.523 -1.811 -0.122  0.44
H -1.152 -1.224 0.358  -0.01
H 0.243 0.465 2.088  0.21
H 1.772 0.402 1.128  0.22
H -1.062 1.621 -2.045  0.36



# 6
Below is C3H5NO2 in the gas phase, with properties calculated with ωB97M-V/def2-TZVPD.

max |F|: 0.5 eV Å⁻¹
SMILES string: [H]/N=C/OCC=O
gap between HOMO and LUMO: 10.6 eV
HOMO level: -9.8 eV
charge: 0
relative energy (zero: lowest compared OMol25 entry of this formula, charge and spin): 42.51 kcal per mole

Each line ends with the natural charge from an NBO analysis.
Positions of all 11 atoms, in Å:
H 1.899 1.771 -0.298  0.36
N 1.109 1.148 -0.169  -0.73
C 1.337 0.015 -0.674  0.42
O 0.471 -0.998 -0.657  -0.49
C -0.750 -0.907 0.087  -0.18
C -1.200 0.414 0.708  0.42
O -1.498 0.452 1.877  -0.52
H 2.241 -0.298 -1.198  0.16
H -0.692 -1.630 0.901  0.21
H -1.533 -1.229 -0.608  0.21
H -1.384 1.261 0.032  0.13



# 7
Below is C3H5NO2 in the gas phase, with properties calculated with ωB97M-V/def2-TZVPD.

max |F|: 0.4 eV Å⁻¹
SMILES string: O/C=C\N=C/O
gap between HOMO and LUMO: 9.6 eV
HOMO level: -8.7 eV
charge: 0
relative energy (zero: lowest compared OMol25 entry of this formula, charge and spin): 38.07 kcal per mole

Each line ends with the natural charge from an NBO analysis.
Positions of all 11 atoms, in Å:
O -1.791 0.463 1.069  -0.67
C -0.600 1.089 0.955  0.14
C 0.235 0.854 -0.064  -0.25
N -0.184 -0.063 -1.078  -0.55
C 0.434 -1.174 -1.082  0.44
O 1.399 -1.548 -0.233  -0.66
H -1.910 -0.025 0.233  0.49
H -0.398 1.782 1.765  0.19
H 1.167 1.402 -0.191  0.21
H 0.203 -1.946 -1.812  0.17
H 1.445 -0.833 0.438  0.49



# 8
Below is C3H5NO2 in the gas phase, with properties calculated with ωB97M-V/def2-TZVPD.

max |F|: 1.5 eV Å⁻¹
SMILES string: N#C[C@H](O)CO
gap between HOMO and LUMO: 11.4 eV
HOMO level: -10.8 eV
charge: 0
relative energy (zero: lowest compared OMol25 entry of this formula, charge and spin): 60.74 kcal per mole

Each line ends with the natural charge from an NBO analysis.
Positions of all 11 atoms, in Å:
N -2.649 -0.548 -0.971  -0.28
C -1.704 -0.518 -0.306  0.23
C -0.521 0.167 0.242  0.00
O -0.687 1.342 -0.627  -0.75
C 0.819 -0.550 -0.068  -0.08
O 1.766 -0.198 0.923  -0.72
H -0.589 0.247 1.345  0.23
H -0.880 2.264 -0.411  0.51
H 1.089 -0.197 -1.067  0.19
H 0.720 -1.650 -0.124  0.18
H 2.646 -0.388 0.573  0.48



# 9
Below is 2 unconnected molecules or ions with the total composition C3H5NO2, with properties calculated with ωB97M-V/def2-TZVPD.

max |F|: 0.8 eV Å⁻¹
SMILES string: [H]/N=C1\OCC1=O.[H][H]
gap between HOMO and LUMO: 10.3 eV
HOMO level: -10.5 eV
charge: 0
relative energy (zero: lowest compared OMol25 entry of this formula, charge and spin): 71.29 kcal per mole

Each line ends with the natural charge from an NBO analysis.
Positions of all 11 atoms, in Å:
H -2.118 -0.298 -1.464  0.36
N -1.542 0.349 -0.922  -0.62
C -0.602 -0.247 -0.354  0.43
O -0.242 -1.582 -0.348  -0.49
C 0.889 -1.396 0.534  -0.18
C 0.563 0.097 0.584  0.51
O 1.011 1.055 1.135  -0.44
H 1.834 -1.664 0.055  0.21
H 0.760 -1.921 1.484  0.21
H -0.357 2.911 -0.006  0.01
H -0.196 2.696 -0.697  -0.01



# 10
Below is a molecular structure, C3H5NO2, with properties calculated with ωB97M-V/def2-TZVPD.

max |F|: 4.4 eV Å⁻¹
gap between HOMO and LUMO: 10.5 eV
HOMO level: -9.9 eV
charge: 0
relative energy (zero: lowest compared OMol25 entry of this formula, charge and spin): 92.35 kcal per mole

Each line ends with the natural charge from an NBO analysis.
Positions of all 11 atoms, in Å:
N 1.548 -0.460 0.325  -0.83
C 0.264 -0.126 -0.190  -0.22
C -1.060 -0.777 0.315  -0.08
O -1.717 0.534 0.173  -0.47
C -0.538 1.105 -0.172  0.71
O -0.300 2.131 -0.785  -0.61
H 1.946 0.247 0.935  0.38
H 2.207 -0.668 -0.416  0.38
H 0.301 0.620 -1.259  0.35
H -1.576 -1.515 -0.302  0.20
H -1.076 -1.090 1.375  0.20



# 11
Below is C3H5NO2 in the gas phase, with properties calculated with ωB97M-V/def2-TZVPD.

max |F|: 1.9 eV Å⁻¹
SMILES string: [H]/N=C/O[C@@H]1CO1
gap between HOMO and LUMO: 11.0 eV
HOMO level: -9.9 eV
charge: 0
relative energy (zero: lowest compared OMol25 entry of this formula, charge and spin): 89.77 kcal per mole

Each line ends with the natural charge from an NBO analysis.
Positions of all 11 atoms, in Å:
H 2.552 0.605 0.969  0.35
N 1.564 0.809 1.050  -0.65
C 1.033 0.876 -0.083  0.40
O -0.298 1.278 -0.120  -0.50
C -1.130 0.238 -0.275  0.37
C -0.970 -1.121 0.173  -0.15
O -0.186 -0.925 -0.963  -0.56
H 1.460 0.742 -1.080  0.18
H -2.142 0.630 -0.484  0.19
H -0.539 -1.373 1.135  0.19
H -1.848 -1.705 -0.110  0.18



# 12
Below is 2 unconnected molecules or ions with the total composition C3H5NO2, with properties calculated with ωB97M-V/def2-TZVPD.

max |F|: 0.8 eV Å⁻¹
SMILES string: [H]/N=C1\OCC1=O.[H][H]
gap between HOMO and LUMO: 10.3 eV
HOMO level: -10.5 eV
charge: 0
relative energy (zero: lowest compared OMol25 entry of this formula, charge and spin): 70.32 kcal per mole

Each line ends with the natural charge from an NBO analysis.
Positions of all 11 atoms, in Å:
H -1.182 -1.932 -1.160  0.36
N -0.644 -1.599 -0.359  -0.62
C -0.335 -0.393 -0.479  0.44
O -0.595 0.527 -1.476  -0.49
C 0.115 1.608 -0.824  -0.18
C 0.442 0.648 0.326  0.51
O 1.038 0.699 1.357  -0.44
H -0.547 2.441 -0.574  0.21
H 0.974 1.944 -1.410  0.21
H 0.682 -2.083 2.461  -0.01
H 0.052 -1.861 2.137  0.01



> Which of these has the highest max |F|?

number 1



> Which value of HOMO level does entry 5 give?

-10.1 eV



> Which of these has the highest HOMO level?

number 3